Record 1
Here is 3 unconnected molecules or ions with the total composition H5O2S from OMol25. Energies are from wB97M-V/def2-TZVPD.

Positions of all 8 atoms, in Å:
S (1.1597, 2.1372, -3.1068)
H (1.8446, 1.1298, -2.5465)
H (-2.3369, -1.0972, -3.2463)
H (-2.1972, -1.2642, -4.7624)
O (-2.8182, -1.3615, -4.0373)
H (2.1944, -0.0462, 6.1129)
H (0.7232, -0.0409, 5.6187)
O (1.4303, 0.5430, 5.9676)

Cartesian forces (eV/Å) of the 6 atoms listed first:
S -0.08 -0.01 -0.19
H 0.03 -0.03 0.04
H 0.14 0.15 -0.12
H 0.19 0.16 0.09
O -0.28 -0.24 0.04
H 0.11 -0.32 0.05

Results
Total charge: -2
ΔE to the lowest compared entry with this formula, charge and spin in kJ/mol: 0.0
LUMO (spin up / spin down) in eV: 5.30 / 5.30
Spin multiplicity: 2
Expectation value of S²: 0.751

=====

Record 2
Here is 2 unconnected molecules or ions with the total composition C2H8O from OMol25. Energies are from wB97M-V/def2-TZVPD.

Positions of all 11 atoms, in Å:
C (0.0000, 0.0000, 0.0000)
C (0.2016, 0.5632, 1.4325)
H (-0.4911, -0.9876, -0.0125)
H (0.9679, -0.0817, -0.5227)
H (-0.6359, 0.7161, -0.5471)
H (-0.6568, 0.5041, 2.1226)
H (0.4048, 1.6251, 1.2140)
H (1.0851, 0.1315, 1.9321)
O (1.1497, 3.3203, 3.9918)
H (1.1042, 2.8711, 4.8661)
H (0.2392, 3.2445, 3.6264)

Cartesian forces (eV/Å) of the 6 atoms listed first:
C -0.42 -0.19 0.46
C 0.49 0.43 -0.68
H 0.23 0.35 -0.05
H -0.42 0.07 0.22
H 0.22 -0.47 0.00
H 0.20 -0.13 -0.54

Results
ΔE to the lowest compared entry with this formula, charge and spin in kJ/mol: 12.9
LUMO in eV: 0.90
SMILES: CC.O

=====

Record 3
Here is C6H13NO2 in the gas phase from OMol25. Energies are from wB97M-V/def2-TZVPD.

Positions of all 22 atoms, in Å:
C (-1.5830, 1.2645, -0.8342)
C (-0.7731, -0.0038, -1.1809)
C (-0.2481, -0.7397, 0.0483)
C (-1.4456, -1.2296, 0.9082)
C (0.9963, -0.1523, 0.7776)
N (0.6838, 1.1124, 1.4678)
C (2.2023, -0.0144, -0.0592)
O (2.9015, 1.0061, -0.1564)
O (2.5084, -1.1514, -0.7275)
H (-0.9748, 2.0907, -0.5154)
H (-2.1457, 1.6114, -1.6587)
H (-2.2238, 1.0717, 0.0480)
H (-0.0329, 0.3966, -1.8577)
H (-1.4384, -0.6634, -1.6072)
H (0.1078, -1.6076, -0.5862)
H (-1.3005, -2.3244, 0.8667)
H (-2.3541, -0.9405, 0.4198)
H (-1.2388, -0.8592, 1.8772)
H (1.2857, -0.9096, 1.5583)
H (0.0767, 1.6708, 0.8912)
H (1.5428, 1.5744, 1.3786)
H (3.4534, -1.2029, -1.0583)

Cartesian forces (eV/Å) of the 6 atoms listed first:
C -0.02 -0.76 1.55
C 0.31 3.78 1.94
C 1.07 -1.46 -2.52
C 2.55 -1.08 -1.22
C -2.18 -0.53 1.28
N -0.61 -1.28 -0.18

Results
ΔE to the lowest compared entry with this formula, charge and spin in kJ/mol: 130.1
LUMO in eV: 0.61
SMILES: CC[C@H](C)[C@H](N)C(=O)O

=====

Record 4
Here is a gas-phase ion, C6H12N4 (charge +2) from OMol25. Energies are from wB97M-V/def2-TZVPD.

Positions of all 22 atoms, in Å:
C (-0.9563, 2.2182, -0.2021)
N (-0.6542, 0.9021, 0.1070)
C (-1.7412, -0.0368, 0.5068)
C (-1.0713, -1.2823, 0.9463)
N (0.2858, -1.1314, 0.4174)
C (0.5514, -1.6370, -0.9803)
C (0.4156, 0.2383, 0.1899)
C (2.0002, 1.1041, 0.0491)
N (3.0399, 0.4049, -0.0501)
N (3.9129, -0.2778, 0.0419)
H (-2.0261, 2.2648, -0.6001)
H (-1.0681, 3.0335, 0.7239)
H (-0.1804, 2.6712, -0.9209)
H (-2.1686, -0.3787, -0.5324)
H (-2.4485, 0.3088, 1.1737)
H (-1.1438, -1.5891, 1.9403)
H (-1.5120, -2.0894, 0.3758)
H (0.9587, -1.4463, 1.0817)
H (1.5016, -1.2749, -1.4682)
H (0.7534, -2.7386, -1.0099)
H (-0.2558, -1.3341, -1.5581)
H (1.8068, 2.0705, -0.2318)

Cartesian forces (eV/Å) of the 6 atoms listed first:
C -1.05 5.50 -0.23
N -1.01 -2.91 2.48
C -0.47 -1.33 -4.64
C -1.12 -1.61 -1.61
N 0.95 0.00 -0.66
C 2.77 -2.66 -0.52

Results
Total charge: +2
ΔE to the lowest compared entry with this formula, charge and spin in kJ/mol: 502.1
LUMO in eV: -8.96
SMILES: CN1CC[N@@H+](C)/C1=C\[N+]#N

=====

Record 5
Here is 6 unconnected molecules or ions with the total composition C32H96N15O6P5S from OMol25. Energies are from wB97M-V/def2-TZVPD.

Positions of all 155 atoms, in Å:
O (13.2386, -12.5720, -3.1929)
P (14.3429, -12.8239, -4.1307)
N (14.0187, -12.6131, -5.7687)
C (15.0302, -12.5981, -6.8138)
C (12.7197, -13.2501, -6.2393)
N (14.8672, -14.3882, -3.8054)
C (15.6591, -15.2077, -4.6966)
C (15.0016, -14.9695, -2.3839)
N (15.8235, -11.9237, -3.9081)
C (17.1564, -12.4878, -4.2469)
C (15.7803, -10.8393, -2.9597)
H (15.4129, -13.6182, -6.8422)
H (16.0188, -12.1979, -6.5888)
H (14.6790, -12.5140, -7.8423)
H (12.0092, -12.7620, -6.9065)
H (12.1187, -13.4573, -5.3538)
H (12.9560, -14.1765, -6.7628)
H (16.3346, -14.9487, -5.5119)
H (15.9307, -16.1737, -4.2709)
H (14.9339, -15.6644, -5.3701)
H (14.2855, -14.5213, -1.6952)
H (14.9650, -16.0544, -2.2851)
H (15.9105, -14.7047, -1.8436)
H (17.4465, -13.0813, -3.3799)
H (17.0965, -13.0942, -5.1506)
H (17.9059, -11.6969, -4.2179)
H (14.8364, -10.8718, -2.4157)
H (15.7812, -9.9264, -3.5553)
H (16.5956, -10.8278, -2.2363)
O (13.9167, -7.1132, -7.9366)
P (12.5385, -6.9795, -8.5502)
N (11.3167, -6.3524, -7.5463)
C (9.9141, -6.3593, -7.8977)
C (11.6649, -5.5920, -6.4008)
N (11.8128, -8.4928, -9.1326)
C (10.7574, -8.6881, -10.1278)
C (11.6291, -9.5143, -8.0748)
N (12.5483, -6.0737, -9.9211)
C (12.1291, -4.6254, -10.0093)
C (13.7606, -6.2870, -10.7173)
H (9.5066, -7.3054, -7.5415)
H (9.8221, -6.3602, -8.9838)
H (9.4208, -5.4392, -7.5845)
H (10.7521, -5.1819, -5.9686)
H (12.5244, -4.9250, -6.4685)
H (12.0541, -6.2824, -5.6525)
H (9.7556, -8.6529, -9.6996)
H (10.8007, -7.9320, -10.9117)
H (10.7539, -9.7187, -10.4826)
H (10.7424, -10.1352, -8.2026)
H (12.5410, -10.1104, -8.0403)
H (11.4697, -9.0188, -7.1171)
H (11.1012, -4.4879, -9.6738)
H (12.7351, -3.9574, -9.3973)
H (12.3302, -4.3586, -11.0469)
H (13.7544, -6.2229, -11.8054)
H (14.1391, -7.2965, -10.5570)
H (14.4275, -5.4486, -10.5157)
O (16.8527, -17.0572, -8.8728)
P (16.8551, -17.2983, -10.3388)
N (18.5139, -17.5421, -10.9126)
C (19.5237, -16.9667, -10.0855)
C (18.8789, -17.6784, -12.2526)
N (16.2509, -16.0009, -11.3561)
C (15.7966, -16.2853, -12.7712)
C (15.9464, -14.7133, -10.7438)
N (15.9267, -18.6212, -10.7864)
C (14.5038, -18.6018, -10.3205)
C (16.4532, -19.9331, -10.5977)
H (20.5162, -17.3524, -10.3187)
H (19.2602, -17.0568, -9.0316)
H (19.6738, -15.9102, -10.3076)
H (19.9314, -17.9442, -12.3515)
H (18.7345, -16.7657, -12.8308)
H (18.1374, -18.3616, -12.6667)
H (15.9263, -17.3388, -13.0191)
H (14.8221, -15.8344, -12.9590)
H (16.4272, -15.6567, -13.3999)
H (16.7641, -14.4960, -10.0565)
H (16.1028, -13.8864, -11.4364)
H (14.9352, -14.6407, -10.3434)
H (14.5306, -18.2574, -9.2867)
H (13.8936, -17.9094, -10.9004)
H (14.0840, -19.6077, -10.3301)
H (17.4669, -19.8971, -10.9969)
H (15.9315, -20.6827, -11.1927)
H (16.5481, -20.1240, -9.5288)
O (9.6817, -11.1973, -16.5739)
P (10.9882, -10.9235, -17.1854)
N (11.8226, -12.3711, -17.5983)
C (11.5697, -13.6342, -16.9066)
C (12.9508, -12.5477, -18.5543)
N (12.1758, -10.1672, -16.1237)
C (12.1327, -10.5243, -14.7584)
C (13.4972, -9.8754, -16.6071)
N (10.9248, -10.0172, -18.6807)
C (11.1166, -8.5591, -18.7222)
C (10.3235, -10.6881, -19.8703)
H (11.5137, -14.5115, -17.5510)
H (10.6301, -13.8756, -16.4095)
H (12.3730, -13.6858, -16.1717)
H (13.1206, -13.5986, -18.7887)
H (13.8885, -12.1393, -18.1774)
H (12.8765, -11.9438, -19.4587)
H (11.1937, -10.1831, -14.3225)
H (12.3741, -11.5759, -14.6040)
H (12.8707, -9.8617, -14.3063)
H (13.4825, -9.5850, -17.6576)
H (13.7718, -8.9768, -16.0546)
H (14.2166, -10.6538, -16.3530)
H (11.7121, -8.1441, -19.5353)
H (10.1087, -8.1441, -18.7264)
H (11.4051, -8.0751, -17.7892)
H (11.0761, -11.0185, -20.5863)
H (9.7175, -10.0231, -20.4857)
H (9.7255, -11.5479, -19.5681)
O (8.9781, -12.4655, -10.1421)
P (7.5827, -12.4293, -9.6564)
N (7.1212, -11.2977, -8.3744)
C (7.7919, -10.0080, -8.2392)
C (5.8177, -11.2938, -7.6714)
N (7.1535, -13.9405, -9.0063)
C (6.4037, -14.8208, -9.8463)
C (7.5625, -14.4741, -7.7004)
N (6.4859, -11.9824, -10.9766)
C (7.0126, -11.0709, -11.9769)
C (5.0082, -12.0151, -10.7891)
H (7.5705, -9.3749, -9.0984)
H (8.8659, -10.1551, -8.1255)
H (7.4587, -9.4910, -7.3393)
H (5.1140, -10.8096, -8.3485)
H (5.8680, -10.7250, -6.7429)
H (5.4405, -12.2641, -7.3484)
H (7.0810, -15.4390, -10.4355)
H (5.7522, -15.4484, -9.2382)
H (5.7345, -14.3869, -10.5891)
H (8.5909, -14.2523, -7.4155)
H (6.9248, -14.0230, -6.9401)
H (7.4040, -15.5522, -7.6737)
H (7.2003, -10.1253, -11.4682)
H (8.0068, -11.3206, -12.3475)
H (6.3664, -10.9679, -12.8486)
H (4.6114, -12.6704, -11.5645)
H (4.5750, -11.0423, -11.0214)
H (4.8016, -12.3716, -9.7800)
C (11.8815, -13.3618, -10.1354)
S (11.9690, -13.6934, -11.9867)
O (13.3560, -13.2433, -12.3528)
C (12.1454, -15.5104, -11.8930)
H (11.0194, -13.6054, -9.5146)
H (11.9278, -12.2793, -10.0161)
H (12.8136, -13.6104, -9.6279)
H (12.2329, -15.8564, -12.9229)
H (11.1967, -15.9075, -11.5319)
H (13.0328, -15.7190, -11.2954)

Cartesian forces (eV/Å) of the 6 atoms listed first:
O -0.13 0.85 -0.40
P 3.02 -0.22 0.73
N -2.18 0.23 -0.35
C 1.29 -2.47 0.27
C 0.91 -0.53 1.02
N 1.16 -1.51 1.61

Results
Total charge: +1
LUMO (spin up / spin down) in eV: -2.43 / -7.22
Spin multiplicity: 2
Expectation value of S²: 0.763

=====

Record 6
Here is C5H11NOSi in the gas phase from OMol25. Energies are from wB97M-V/def2-TZVPD.

Positions of all 19 atoms, in Å:
C (0.1989, 1.0768, 2.0897)
C (-0.1473, -0.1061, 1.1770)
C (-1.3841, -0.7835, 1.4515)
N (-2.3192, -1.3852, 1.7194)
Si (-0.1179, 0.0007, -0.7928)
C (-0.6200, -1.6967, -1.4731)
C (1.7442, 0.5365, -1.2433)
O (-1.1279, 1.1676, -1.3942)
H (-0.5519, 1.7632, 1.8245)
H (0.0425, 1.0120, 3.1318)
H (1.2975, 1.4203, 1.8975)
H (0.4374, -0.9450, 1.4330)
H (-1.7138, -1.9536, -1.4607)
H (-0.5604, -1.7753, -2.5660)
H (-0.0449, -2.3372, -0.8603)
H (2.1997, 0.0172, -2.0609)
H (1.7938, 1.6499, -1.4343)
H (2.3431, 0.3638, -0.4570)
H (-1.4696, 1.9744, -0.9819)

Cartesian forces (eV/Å) of the 6 atoms listed first:
C 1.86 0.19 -1.85
C -0.28 -0.33 -0.64
C -0.65 0.72 0.61
N -0.80 -0.43 0.03
Si 1.27 0.89 -0.31
C -2.07 1.67 -0.82

Results
ΔE to the lowest compared entry with this formula, charge and spin in kJ/mol: 0.0
LUMO in eV: 0.48
SMILES: C[C@@H](C#N)[Si](C)(C)O

=====

Number 1: molecular weight 69.11 g/mol. Number 2: molecular weight 48.09 g/mol. Number 3: molecular weight 131.17 g/mol. Number 4: molecular weight 140.19 g/mol. Number 5: molecular weight 974.16 g/mol. Number 6: molecular weight 129.23 g/mol.